1.
{"formula": "C39H88MnN11O11", "method": "ωB97M-V with the def2-TZVPD basis set", "multiplicity": 6, "orbital_gap_ev": [5.939, 5.362], "molar_mass_g_mol": 942.14, "relative_energy_kcal_mol": 134.5, "fmax_ev_per_a": 6.74, "total_charge": 1, "elements": ["Mn", "C", "C", "C", "C", "C", "C", "N", "O", "C", "C", "C", "H", "H", "H", "H", "H", "H", "H", "H", "H", "H", "H", "H", "H", "H", "H", "H", "H", "H", "C", "C", "O", "N", "C", "H", "H", "H", "H", "H", "H", "H", "C", "C", "O", "N", "C", "H", "H", "H", "H", "H", "H", "H", "C", "C", "O", "N", "C", "H", "H", "H", "H", "H", "H", "H", "C", "C", "O", "N", "C", "H", "H", "H", "H", "H", "H", "H", "C", "C", "O", "N", "C", "H", "H", "H", "H", "H", "H", "H", "C", "C", "O", "N", "C", "H", "H", "H", "H", "H", "H", "H", "C", "C", "O", "N", "C", "H", "H", "H", "H", "H", "H", "H", "C", "C", "O", "N", "C", "H", "H", "H", "H", "H", "H", "H", "C", "C", "O", "N", "C", "H", "H", "H", "H", "H", "H", "H", "C", "C", "O", "N", "C", "H", "H", "H", "H", "H", "H", "H"], "positions_angstrom": [[2.402, 3.899, 1.141], [-0.628, -0.262, 2.102], [0.645, -0.369, 1.245], [0.637, -1.835, 0.579], [-0.443, -1.829, -0.576], [-0.041, -0.765, -1.596], [-0.062, 0.659, -0.969], [0.688, 0.731, 0.315], [0.996, 2.124, 0.732], [-1.646, 1.120, -0.764], [0.567, 1.552, -2.042], [1.837, -0.380, 2.210], [-1.569, -0.516, 1.615], [-0.849, 0.709, 2.545], [-0.743, -1.072, 2.822], [0.230, -2.577, 1.265], [1.645, -1.979, 0.189], [-1.416, -1.617, -0.132], [-0.451, -2.829, -1.010], [-0.752, -0.564, -2.398], [0.974, -1.017, -1.905], [-2.115, 1.290, -1.733], [-1.686, 2.068, -0.228], [-2.343, 0.499, -0.200], [0.333, 1.281, -3.072], [1.657, 1.533, -2.035], [0.164, 2.557, -1.918], [1.765, -1.277, 2.826], [1.856, 0.367, 3.004], [2.806, -0.570, 1.750], [-0.294, -5.376, -1.482], [-0.007, -6.664, -0.683], [0.521, -6.648, 0.396], [-0.480, -7.754, -1.162], [-1.451, -7.970, -2.205], [0.602, -4.771, -1.345], [-1.251, -4.927, -1.216], [-0.332, -5.639, -2.539], [-0.222, -8.553, -0.600], [-1.801, -9.002, -2.228], [-0.933, -7.860, -3.158], [-2.390, -7.440, -2.043], [4.871, -2.918, 1.636], [3.943, -3.891, 2.329], [3.448, -3.578, 3.436], [3.684, -5.012, 1.715], [4.311, -5.630, 0.453], [4.676, -1.945, 2.086], [4.515, -2.790, 0.614], [5.917, -3.220, 1.580], [2.900, -5.564, 2.034], [4.803, -5.042, -0.322], [3.543, -6.155, -0.115], [5.012, -6.432, 0.680], [-8.484, 4.324, -2.005], [-7.189, 3.822, -1.234], [-7.276, 3.855, -0.049], [-6.175, 3.430, -1.919], [-4.990, 2.862, -1.385], [-9.410, 4.366, -1.431], [-8.770, 3.478, -2.631], [-8.296, 5.264, -2.524], [-6.262, 3.291, -2.916], [-4.416, 2.253, -2.083], [-5.318, 2.105, -0.673], [-4.572, 3.722, -0.862], [-4.648, -1.205, -2.660], [-4.282, -0.172, -3.735], [-5.031, 0.620, -4.245], [-3.016, -0.281, -4.235], [-2.473, 0.623, -5.269], [-4.665, -0.708, -1.690], [-3.714, -1.749, -2.517], [-5.597, -1.739, -2.714], [-2.414, -0.747, -3.571], [-2.021, 1.538, -4.884], [-3.286, 1.026, -5.873], [-1.667, 0.078, -5.760], [1.746, 2.585, -6.173], [2.059, 4.026, -6.143], [1.183, 4.835, -5.996], [3.343, 4.414, -6.208], [4.515, 3.559, -6.068], [2.429, 2.069, -6.847], [0.685, 2.542, -6.418], [2.017, 2.142, -5.215], [3.382, 5.421, -6.146], [5.346, 4.191, -6.381], [4.523, 2.705, -6.745], [4.702, 3.354, -5.014], [-2.406, -3.595, 8.207], [-1.793, -3.050, 6.923], [-2.548, -2.413, 6.202], [-0.491, -3.136, 6.592], [0.085, -2.621, 5.198], [-3.453, -3.848, 8.046], [-2.076, -3.098, 9.120], [-2.039, -4.618, 8.292], [0.161, -3.649, 7.169], [0.733, -3.278, 4.617], [0.808, -1.880, 5.538], [-0.734, -2.154, 4.652], [-5.042, -1.069, 4.941], [-4.782, -1.859, 3.697], [-5.744, -2.362, 3.220], [-3.556, -2.140, 3.284], [-3.224, -3.117, 2.352], [-4.209, -0.392, 5.136], [-5.208, -1.869, 5.662], [-5.873, -0.376, 5.074], [-2.825, -1.495, 3.545], [-2.199, -3.431, 2.157], [-3.293, -2.644, 1.372], [-3.796, -4.045, 2.354], [1.659, 5.147, -2.881], [0.905, 5.169, -1.585], [1.451, 5.046, -0.455], [-0.390, 5.538, -1.743], [-1.336, 5.517, -0.667], [1.854, 4.103, -3.127], [2.583, 5.679, -2.654], [1.173, 5.698, -3.686], [-0.747, 5.424, -2.681], [-2.356, 5.631, -1.035], [-1.167, 6.321, 0.049], [-1.331, 4.545, -0.175], [2.305, 2.938, 5.021], [3.357, 2.689, 4.029], [3.324, 3.071, 2.889], [4.281, 1.752, 4.361], [5.372, 1.513, 3.531], [2.270, 3.934, 5.462], [2.371, 2.240, 5.855], [1.354, 2.770, 4.516], [4.008, 1.001, 4.979], [6.157, 2.141, 3.954], [5.223, 1.677, 2.464], [5.700, 0.500, 3.765], [5.158, 3.698, -1.784], [4.385, 2.637, -1.109], [3.792, 2.894, -0.136], [4.774, 1.430, -1.427], [4.154, 0.259, -0.851], [5.586, 4.162, -0.896], [4.467, 4.404, -2.244], [6.027, 3.344, -2.339], [5.359, 1.287, -2.237], [3.194, 0.496, -0.394], [4.588, -0.072, 0.093], [4.001, -0.496, -1.621]]}

***

2.
{"formula": "CH3Cl3NO2PS", "method": "ωB97M-V with the def2-TZVPD basis set", "multiplicity": 1, "orbital_gap_ev": 9.327, "molar_mass_g_mol": 230.44, "relative_energy_kcal_mol": 34.3, "fmax_ev_per_a": 3.63, "elements": ["C", "N", "O", "O", "P", "S", "Cl", "Cl", "Cl", "H", "H", "H"], "positions_angstrom": [[-1.446, -0.369, -0.537], [-0.563, 1.904, 0.669], [0.836, -0.572, 0.622], [0.951, -0.440, -1.730], [0.835, 1.565, 1.069], [0.212, -0.841, -0.606], [1.680, 1.003, 2.785], [2.435, 1.747, -0.200], [0.157, -2.820, -0.790], [-1.964, -0.108, -1.416], [-1.693, -1.333, -0.185], [-1.440, 0.265, 0.319]]}

***

3.
{"formula": "C4H7N4", "method": "ωB97M-V with the def2-TZVPD basis set", "multiplicity": 1, "orbital_gap_ev": [8.923, 8.922], "molar_mass_g_mol": 111.13, "relative_energy_kcal_mol": 92.8, "fmax_ev_per_a": 5.22, "smiles": "C[C@@]1([N+]#N)CCN=N1", "total_charge": 1, "elements": ["C", "C", "N", "N", "C", "C", "N", "N", "H", "H", "H", "H", "H", "H", "H"], "positions_angstrom": [[-0.860, -0.819, -1.650], [-0.186, -0.474, 0.024], [-0.144, -1.697, 0.528], [-0.220, -2.723, 0.939], [1.058, 0.392, 0.201], [0.524, 1.544, 1.098], [-0.876, 1.339, 1.160], [-1.312, 0.347, 0.682], [-0.711, -1.868, -1.857], [-0.284, -0.179, -2.308], [-1.900, -0.534, -1.586], [1.421, 0.771, -0.753], [1.865, -0.160, 0.682], [0.898, 1.514, 2.126], [0.726, 2.546, 0.714]]}

***

4.
{"formula": "C3H2CoFO2", "method": "ωB97M-V with the def2-TZVPD basis set", "multiplicity": 5, "orbital_gap_ev": [10.828, 8.830], "molar_mass_g_mol": 147.98, "relative_energy_kcal_mol": 0.0, "fmax_ev_per_a": 6.89, "total_charge": 2, "elements": ["F", "O", "O", "C", "C", "C", "H", "H", "Co"], "positions_angstrom": [[1.887, 1.347, 0.810], [-1.504, -0.750, -0.610], [1.265, -0.513, -0.140], [-1.500, 0.286, 0.124], [0.915, 0.646, 0.234], [-0.377, 0.871, 0.717], [-2.444, 0.846, 0.193], [-0.459, 1.922, 1.060], [0.068, -1.634, -1.030]]}

***

5.
{"formula": "C37H28CsOP2S4", "method": "ωB97M-V with the def2-TZVPD basis set", "multiplicity": 1, "orbital_gap_ev": 4.175, "molar_mass_g_mol": 811.75, "relative_energy_kcal_mol": 0.0, "fmax_ev_per_a": 0.17, "total_charge": -1, "elements": ["Cs", "O", "S", "C", "C", "C", "C", "C", "C", "P", "C", "C", "C", "C", "C", "C", "C", "C", "C", "C", "C", "C", "C", "C", "C", "C", "C", "C", "P", "C", "C", "C", "C", "C", "C", "C", "C", "C", "C", "C", "C", "H", "H", "H", "H", "H", "H", "H", "H", "H", "H", "H", "H", "H", "H", "H", "H", "H", "H", "H", "H", "H", "H", "H", "H", "H", "H", "H", "H", "S", "C", "S", "S"], "positions_angstrom": [[0.356, 0.743, 1.750], [-3.970, -1.399, 2.884], [-3.395, -0.833, 1.632], [-3.070, -2.268, 0.574], [-3.757, -2.528, -0.603], [-3.456, -3.659, -1.346], [-2.471, -4.532, -0.908], [-1.791, -4.269, 0.271], [-2.075, -3.138, 1.034], [-1.170, -2.742, 2.594], [0.349, -3.738, 2.351], [1.250, -3.292, 1.380], [2.452, -3.945, 1.170], [2.782, -5.052, 1.942], [1.902, -5.497, 2.915], [0.690, -4.847, 3.119], [-2.067, -3.721, 3.847], [-2.793, -4.875, 3.574], [-3.421, -5.567, 4.599], [-3.324, -5.114, 5.908], [-2.604, -3.961, 6.188], [-1.986, -3.265, 5.161], [-4.765, -0.102, 0.726], [-6.037, -0.379, 1.192], [-7.130, 0.197, 0.561], [-6.930, 1.047, -0.517], [-5.644, 1.332, -0.960], [-4.530, 0.772, -0.342], [-2.791, 1.107, -0.887], [-3.110, 1.791, -2.557], [-3.236, 3.152, -2.818], [-3.491, 3.597, -4.110], [-3.629, 2.688, -5.148], [-3.498, 1.328, -4.897], [-3.230, 0.885, -3.612], [-2.366, 2.574, 0.104], [-3.124, 3.033, 1.176], [-2.623, 4.028, 2.010], [-1.370, 4.573, 1.783], [-0.619, 4.150, 0.688], [-1.111, 3.155, -0.138], [-4.526, -1.851, -0.947], [-3.993, -3.855, -2.265], [-2.231, -5.417, -1.483], [-1.017, -4.950, 0.604], [1.000, -2.427, 0.773], [3.137, -3.583, 0.414], [3.727, -5.558, 1.789], [2.155, -6.355, 3.525], [0.012, -5.206, 3.882], [-2.881, -5.231, 2.555], [-3.991, -6.460, 4.375], [-3.816, -5.654, 6.707], [-2.536, -3.595, 7.205], [-1.447, -2.350, 5.376], [-6.144, -1.034, 2.048], [-8.132, -0.013, 0.912], [-7.777, 1.505, -1.012], [-5.507, 2.007, -1.795], [-3.129, 3.863, -2.008], [-3.581, 4.658, -4.301], [-3.827, 3.038, -6.153], [-3.592, 0.614, -5.705], [-3.108, -0.176, -3.418], [-4.095, 2.601, 1.387], [-3.202, 4.345, 2.868], [-0.926, 5.285, 2.468], [0.377, 4.553, 0.546], [-0.499, 2.783, -0.956], [1.791, 5.532, 2.905], [1.754, 3.833, 2.925], [0.734, 2.999, 4.054], [2.714, 2.934, 1.779]]}

***

6.
{"formula": "C3H6OS", "method": "ωB97M-V with the def2-TZVPD basis set", "multiplicity": 1, "orbital_gap_ev": 9.556, "molar_mass_g_mol": 90.15, "relative_energy_kcal_mol": 32.7, "fmax_ev_per_a": 4.98, "smiles": "C1CSCO1", "elements": ["C", "C", "S", "C", "O", "H", "H", "H", "H", "H", "H"], "positions_angstrom": [[-0.918, 0.928, 0.326], [-0.727, 0.256, -1.042], [0.300, -1.020, -0.578], [0.894, -0.199, 0.934], [0.267, 1.037, 0.959], [-1.617, 0.218, 0.742], [-1.414, 1.929, 0.044], [-1.642, -0.202, -1.575], [-0.371, 1.081, -1.758], [1.992, -0.108, 0.946], [0.609, -0.801, 1.875]]}